Formula: C22H11Cl2N3O3P
Source: the OMol25 dataset
Level of theory: the ωB97M-V functional and the def2-TZVPD basis

Geometry (Å):
C  -3.2179  -2.1529  0.8474
C  4.8427  0.6609  -0.6060
C  1.9418  4.8623  -1.1099
C  2.2650  6.2081  -1.3121
H  4.6748  0.5287  0.4635
H  7.0635  -0.1069  -3.0905
C  3.5589  6.6714  -1.0579
C  2.2664  1.5607  1.0556
C  4.1998  4.4353  -0.3558
C  2.9093  3.9638  -0.6444
O  -4.3384  -0.1428  1.5185
P  2.4666  2.1814  -0.5873
C  5.2330  1.0068  -3.3596
C  -1.0967  -2.6996  2.0345
N  -2.7239  1.4880  4.0957
O  1.2647  1.9608  -1.4608
C  -0.3263  -1.2608  3.8705
O  -0.1683  -3.4696  2.2683
H  4.9588  3.7507  0.0162
Cl  -4.4228  -2.4616  -0.3075
C  3.9250  1.3984  -1.3606
C  4.5146  5.7869  -0.5627
H  5.5241  6.1411  -0.3625
C  4.1040  1.5517  -2.7411
C  6.1786  0.3054  -2.6063
C  -2.3477  -0.6507  2.6687
C  -2.1396  -2.9700  1.0137
C  -3.4034  -0.9197  1.6668
N  0.4445  -1.1287  4.7383
H  3.3746  2.1077  -3.3249
H  5.3804  1.1501  -4.4205
H  3.8102  7.7164  -1.2501
C  5.9778  0.1230  -1.2376
C  1.0002  1.3842  1.5890
H  0.9399  4.5024  -1.3396
H  1.5111  6.8861  -1.6966
Cl  -1.9465  -4.3892  0.1014
C  -2.5389  0.5235  3.4571
C  -1.2539  -1.4554  2.8150
H  6.7097  -0.4206  -0.6407
N  -0.0345  1.2315  2.1340
H  3.1369  1.5543  1.7187

* 2S+1: 1
* LUMO: -0.529 eV
* total charge: -1
* energy relative to the best compared isomer or geometry (same formula, charge and spin): 0.0 kcal/mol

Results of the natural (NBO) charge analysis, in e, for atoms 1 through 5: -0.11, -0.22, -0.21, -0.22, 0.23

=====

Formula: C22H11Cl5CsF9N2
Source: the OMol25 dataset
Level of theory: the ωB97M-V functional and the def2-TZVPD basis

Geometry (Å):
C  0.1596  2.7293  3.5592
N  -1.5859  1.6972  -1.7236
C  -1.3166  1.8334  -3.2020
Cl  7.5224  -2.8998  0.2918
C  -4.2344  -3.3085  -0.5247
H  -1.7883  2.1198  1.0928
F  2.5678  0.6169  1.9204
C  -2.9109  1.2228  -1.4605
C  0.6865  2.0403  2.4372
C  4.9451  -3.5163  0.1347
H  -0.2438  2.1050  -3.3607
C  2.5176  1.6137  4.0941
C  1.9596  1.4301  2.8491
H  -1.8984  2.6474  -3.5882
H  -2.9855  -0.1074  -1.5007
Cs  0.6391  -0.7218  -0.8160
C  3.6420  -3.2044  -0.3486
F  -4.4184  -4.0442  0.5804
H  -0.7921  3.5454  1.2031
H  -3.5881  1.4377  -2.2154
C  -3.3314  -2.2129  -0.5739
F  -0.9799  3.4707  3.3799
H  2.2396  2.1731  6.2243
C  -4.4170  -3.1185  -2.9427
C  -3.2527  -1.3909  -1.6795
F  -3.4793  -1.1454  -3.9917
C  -1.0014  2.7951  -0.8597
C  -0.8900  2.5689  0.6974
F  -5.1429  -3.3294  -4.0611
H  -0.0274  3.0131  -1.3270
C  -3.6140  -1.9464  -2.8468
F  -2.4125  -1.9439  0.4193
Cl  5.1460  -5.0812  0.8399
H  -1.5691  3.7149  -1.0171
C  3.3072  -1.9956  -0.8318
C  0.7739  2.9561  4.7834
Cl  2.3977  -4.2771  0.0177
H  -3.2687  1.3421  -0.4042
N  0.3891  1.9114  1.1123
F  3.7697  1.1115  4.2512
C  1.9535  2.2765  5.1632
Cl  6.7330  -0.1707  -0.6818
H  -1.4662  0.8156  -3.6524
C  5.9411  -2.6017  -0.0987
F  0.3284  3.8467  5.6554
F  -5.8885  -4.5322  -1.7416
Cl  3.9663  0.5448  -1.8110
C  4.2422  -1.0134  -1.0519
C  -4.8741  -3.6824  -1.7502
C  5.5507  -1.3353  -0.6429

* 2S+1: 1
* LUMO: 3.815 eV
* total charge: -2
* energy relative to the best compared isomer or geometry (same formula, charge and spin): 78.5 kcal/mol

Results of the natural (NBO) charge analysis, in e, for atoms 1 through 5: 0.17, -0.48, -0.42, 0.05, 0.22

=====

Formula: C22H12Br2F2N2OS3V
Source: the OMol25 dataset
Level of theory: the ωB97M-V functional and the def2-TZVPD basis

Geometry (Å):
C  -0.1921  2.1354  2.0364
H  1.1190  4.1827  4.4248
H  1.0451  -2.2306  -4.7050
H  -3.8619  3.4241  -0.5509
C  -0.9555  -2.3770  -0.5464
F  -0.6261  4.4017  2.5452
H  -1.6253  -0.0724  -1.5114
C  -2.8326  1.6458  -1.1871
H  -2.3415  3.7982  1.3609
C  0.0344  -2.4648  -2.8086
C  0.5559  0.9689  2.2822
V  0.2660  -0.5430  0.9274
C  1.6708  -0.7658  -3.2863
Br  -0.7956  -4.3538  -4.7998
C  -3.0429  2.7427  -0.3638
H  2.1016  0.1332  3.5707
C  -1.7589  -3.4523  -0.8677
C  0.9625  3.2929  3.8313
C  -2.1945  2.9548  0.7070
C  1.4898  0.9845  3.3091
H  2.3628  -0.2828  -3.9621
C  1.6731  2.1326  4.0620
H  1.9110  1.3199  -0.5791
C  -1.1555  2.0604  0.9434
C  -0.8225  -3.5574  -3.0914
O  -1.0173  -1.6715  0.5766
C  -1.6867  -4.0365  -2.1414
F  2.5710  2.1090  5.0424
C  1.5343  -0.2579  -1.9783
H  3.3578  0.6413  -1.3357
Br  -2.9564  -4.1087  0.4216
H  -2.3403  -4.8668  -2.3693
N  0.7073  -0.8399  -1.1266
C  -0.0335  -1.9171  -1.5175
H  -3.4619  1.4450  -2.0416
C  1.9021  -2.1343  2.6260
S  0.2614  -1.8813  2.9765
C  2.3183  0.9268  -1.5119
N  -0.9751  0.9797  0.1561
S  3.0010  -3.0154  3.4350
S  2.3260  -1.3717  1.0919
C  -1.7953  0.7908  -0.8862
C  0.9429  -1.8502  -3.6976
C  0.0422  3.2710  2.8075
H  2.3149  1.7102  -2.2684

* 2S+1: 1
* LUMO (alpha / beta): -5.058 / -5.056 eV
* total charge: +1

Results of the natural (NBO) charge analysis, in e, for atoms 1 through 5: -0.15, 0.26, 0.25, 0.24, 0.20

=====

Formula: C22H12Br4Cl2IrNO4S
Source: the OMol25 dataset
Level of theory: the ωB97M-V functional and the def2-TZVPD basis

Geometry (Å):
C  1.4978  -2.5231  0.1063
C  2.0074  0.7978  0.1025
N  -2.4147  0.6701  -1.2165
H  -3.6320  5.6727  -0.4703
H  -5.4048  -0.7999  -1.1794
C  -2.0653  4.2391  -0.7909
O  -0.4041  -1.5644  -1.5162
S  -0.2148  -2.5613  -0.3480
H  -1.2071  -4.1084  -1.8066
C  2.6538  0.7838  2.8313
C  3.3480  1.0465  0.5049
C  1.8015  -2.5729  1.4593
C  -4.6897  0.0079  -1.1309
C  3.6640  1.0397  1.8362
C  3.1359  -2.5494  1.8437
Cl  -0.8310  5.4306  -0.7409
Cl  -6.0584  4.2258  -0.4755
Br  4.5861  1.3463  -0.8602
H  -0.3029  -4.9174  -0.4968
Ir  -0.3929  0.5341  -1.2275
H  0.5805  -4.2069  -1.8867
C  -3.3270  -0.2790  -1.2677
C  1.3456  0.5516  2.4680
H  1.0118  -2.6184  2.2004
C  -4.4215  3.7111  -0.6704
C  -0.2826  -4.1151  -1.2326
H  4.5896  -2.3114  -1.2136
C  -3.4093  4.6267  -0.6279
C  -2.7885  1.9774  -1.0260
O  1.6472  0.7260  -1.1203
O  -0.4796  2.4976  -1.2010
C  1.0030  0.5666  1.1103
C  -5.0932  1.3018  -0.9299
C  4.1309  -2.4596  0.8811
Br  -0.0210  0.1504  3.6859
H  -2.9673  -1.2860  -1.4263
C  -1.7280  2.9201  -0.9997
Br  3.1271  0.7267  4.6324
C  2.4830  -2.4278  -0.8699
H  3.3937  -2.5886  2.8939
H  -6.1416  1.5422  -0.8171
C  -4.1393  2.3374  -0.8744
O  -0.2121  0.3081  0.7000
H  2.2142  -2.3551  -1.9166
C  3.8077  -2.3954  -0.4714
H  5.1692  -2.4280  1.1845
Br  5.4307  1.3297  2.3704

* 2S+1: 2
* LUMO (alpha / beta): -4.160 / -5.411 eV
* total charge: +1
* energy relative to the best compared isomer or geometry (same formula, charge and spin): 0.7 kcal/mol

Results of the natural (NBO) charge analysis, in e, for atoms 1 through 5: -0.32, 0.32, -0.46, 0.26, 0.24

=====

Formula: C22H13CdF3N4S
Source: the OMol25 dataset
Level of theory: the ωB97M-V functional and the def2-TZVPD basis

Geometry (Å):
C  -4.5535  -3.2400  -0.6728
C  5.0574  4.6773  -0.8597
C  -0.3248  -1.4251  -0.8998
H  -0.6527  -3.6123  -1.2102
S  2.3314  3.3111  -1.7560
H  -1.4888  -2.8664  1.6448
C  -4.3796  -4.1109  0.4000
C  4.4438  3.6374  0.0412
H  -3.1492  -4.6554  2.0701
H  2.8362  1.0281  2.2938
C  4.5227  2.3392  2.0586
C  -0.0087  -2.7535  -1.3074
H  2.6178  -0.9614  -2.0978
C  -1.9283  0.2696  0.0720
N  0.7576  -0.6058  -1.2044
F  4.2425  5.7247  -1.0531
C  -3.6281  -2.2367  -0.8997
C  1.2524  -2.7217  -1.8507
H  -3.9415  2.5580  1.3474
C  1.6767  -1.3776  -1.7665
C  5.0803  3.2921  1.2170
F  5.3716  4.1821  -2.0660
C  -5.3435  -5.1523  0.6438
H  5.0022  2.0527  2.9825
C  -1.9275  2.4261  0.4179
H  6.0143  3.7709  1.4755
H  -3.9524  -0.0944  0.9336
C  -3.2762  -3.9760  1.2384
C  -2.3510  -2.9748  0.9998
C  3.3270  1.7708  1.6764
C  -2.5224  -2.0992  -0.0669
H  -3.7586  -1.5534  -1.7288
F  6.1976  5.1655  -0.3319
C  -3.1646  1.9602  0.9008
N  -1.1876  1.4362  -0.0724
H  -5.4120  -3.3534  -1.3205
C  -3.1669  0.6002  0.6844
N  2.7030  2.0911  0.5440
C  -1.5235  -1.0150  -0.3150
H  1.8132  -3.5429  -2.2653
C  3.2319  3.0064  -0.2969
H  -1.5611  3.4428  0.4167
Cd  0.8362  1.5677  -0.8560
N  -6.1134  -5.9823  0.8392

* 2S+1: 1
* LUMO: -1.105 eV
* energy relative to the best compared isomer or geometry (same formula, charge and spin): 0.0 kcal/mol

Results of the natural (NBO) charge analysis, in e, for atoms 1 through 5: -0.16, 0.98, -0.04, 0.23, -0.37